(1)
16
Properties=species:S:1:pos:R:3:forces:R:3 method="wB97M-V/def2-TZVPD" homo_lumo_gap_ev=8.82 total_charge=0
C 0.864767 -1.237065 -0.946542 -0.205 -0.092 -0.064
C 0.380436 -0.118770 2.071433 0.134 0.106 -0.015
C -0.000284 0.417397 0.740605 -0.498 0.228 -0.171
C -0.478894 1.016447 -1.144036 0.962 -0.276 0.524
C -0.898294 1.309972 0.271476 -0.069 -0.253 0.080
O -1.352646 0.379778 -1.999309 -0.241 -0.302 -0.325
N 0.582312 0.099121 -0.493967 -0.042 0.643 -0.442
H -1.866496 -0.263383 -1.494159 -0.008 0.129 0.047
H -0.012521 1.826486 -1.710763 0.005 -0.119 0.065
H -1.507008 2.080943 0.696055 -0.170 0.141 0.184
H 1.780258 -1.593465 -0.474106 0.002 -0.073 -0.020
H 0.060070 -1.956139 -0.736002 -0.009 -0.026 -0.030
H 1.023615 -1.213423 -2.025095 0.029 -0.015 0.063
H 0.712599 0.691734 2.719174 0.044 -0.016 0.066
H 1.186462 -0.842211 1.977096 0.045 -0.054 0.055
H -0.474377 -0.597422 2.548140 0.021 -0.022 -0.015


(2)
81
Properties=species:S:1:pos:R:3:forces:R:3 method="wB97M-V/def2-TZVPD" homo_lumo_gap_ev=9.89 total_charge=0 smiles="CCCCC1=C(CCCP(=O)(OCC)OCC)C(=O)OC1=O.COP(=O)(OC)OC.COP(=O)(OC)OC"
C -1.921327 -5.326242 1.206350 0.478 0.006 -0.821
C -1.058131 -5.186736 -0.069729 0.223 0.171 -0.030
C -0.731354 -3.733557 -0.445059 -0.513 -0.724 -0.433
C -2.019379 -2.913055 -0.627939 -0.043 0.605 0.471
C -1.947748 -1.791577 -1.615391 -0.117 0.365 -0.533
C -1.129435 -0.731219 -1.725469 -0.159 -0.539 0.705
C 0.135626 -0.506909 -0.951720 0.188 0.776 -0.590
C 0.183196 0.565865 0.160420 -0.278 -0.224 0.148
C -0.827228 1.715793 0.004189 0.795 -0.610 0.690
P -0.371545 3.114167 1.066340 -0.394 1.724 -1.402
O -0.170512 4.304468 0.220441 0.306 0.133 -0.182
O -1.548368 3.416430 2.100446 0.700 -0.947 0.528
C -1.160396 4.041925 3.340687 -0.668 0.470 0.510
C -2.233494 5.045507 3.779390 0.503 -0.516 -0.634
O 0.967289 2.787541 1.887537 -0.501 -0.506 -0.241
C 2.162748 3.404159 1.341668 0.624 0.562 1.050
C 3.356288 2.837891 2.076615 -0.010 -0.807 -0.428
C -1.829297 0.122402 -2.765272 0.125 -0.831 1.323
O -2.283936 1.199008 -2.581086 0.512 0.874 -0.978
O -2.284968 -0.783901 -3.710781 -1.281 0.796 0.338
C -2.799858 -1.782415 -2.858094 1.831 -1.143 -1.108
O -3.493188 -2.625690 -3.310839 -0.841 -0.203 0.353
H -1.387902 -5.957553 1.910525 -0.258 -0.024 0.237
H -2.875846 -5.775609 0.948100 -0.112 -0.025 0.279
H -2.084219 -4.341198 1.639430 -0.112 -0.077 0.239
H -0.115353 -5.720739 0.062688 0.039 0.009 0.044
H -1.519513 -5.651478 -0.943156 -0.254 -0.078 0.136
H -0.063297 -3.332125 0.315228 0.022 0.294 -0.112
H -0.242519 -3.762957 -1.421899 0.396 0.138 0.160
H -2.851367 -3.562393 -0.899751 0.054 -0.061 -0.148
H -2.306404 -2.441152 0.316208 -0.040 -0.194 0.113
H 0.878364 -0.217273 -1.703165 0.002 0.019 -0.018
H 0.476314 -1.468486 -0.583273 -0.068 -0.021 0.175
H 1.182504 0.997605 0.159970 0.100 -0.134 0.008
H 0.072040 0.084887 1.133409 -0.101 0.022 0.035
H -1.847165 1.377534 0.169236 -0.096 0.116 -0.066
H -0.709396 2.105416 -1.001852 -0.367 0.277 0.011
H -0.225844 4.592662 3.248822 0.224 -0.330 -0.167
H -1.059782 3.256122 4.087019 0.171 -0.051 -0.029
H -3.178994 4.748991 3.331156 -0.189 0.006 0.313
H -2.263634 5.040234 4.865296 -0.265 0.237 0.038
H -1.974800 6.029695 3.395350 -0.150 0.133 0.129
H 2.266069 3.272237 0.267724 -0.293 -0.117 -0.059
H 2.095080 4.469596 1.554729 -0.086 0.081 -0.259
H 3.232635 2.841650 3.156574 -0.039 0.238 0.030
H 4.268352 3.359268 1.791430 -0.047 0.204 0.086
H 3.496535 1.797273 1.771025 0.024 -0.052 0.125
C 2.815556 11.718137 2.682191 0.209 0.232 -0.035
O 2.825505 10.821044 1.554293 -2.064 -0.756 1.688
P 3.080940 9.242210 1.868445 4.116 -1.571 -3.202
O 4.465899 9.161186 2.370718 -0.507 0.259 0.755
O 2.904573 8.826074 0.321630 -0.076 -0.136 0.078
C 3.778839 9.381618 -0.656644 -0.062 0.195 -0.177
O 2.380072 7.892394 2.403993 -1.635 1.938 0.742
C 1.068492 7.524321 1.918478 -0.100 -0.212 -0.071
H 2.327483 12.637847 2.369101 -0.022 -0.055 -0.085
H 2.265071 11.297732 3.522457 0.007 0.018 0.034
H 3.838577 11.935532 2.985460 0.007 -0.098 0.025
H 4.761868 9.590755 -0.235219 -0.021 -0.003 0.071
H 3.350091 10.294660 -1.069713 0.024 0.046 0.043
H 3.882232 8.651902 -1.457081 -0.043 -0.061 0.055
H 1.153582 7.047346 0.944367 0.031 0.081 -0.025
H 0.410161 8.389464 1.855536 -0.024 -0.010 -0.048
H 0.639710 6.810420 2.618306 0.124 0.050 0.114
C 0.293903 -7.834261 -2.708497 0.189 0.098 0.193
O 0.050274 -9.253465 -2.750560 -1.562 1.182 -1.915
P -1.469744 -9.737904 -2.416327 0.372 -3.727 3.975
O -1.686200 -9.391605 -0.998245 -0.151 0.826 -0.473
O -1.117770 -11.288094 -2.682638 -0.155 0.005 -0.073
C -0.109590 -11.920623 -1.897979 0.254 -0.061 -0.082
O -2.956731 -9.877911 -3.025663 1.330 1.628 -1.651
C -3.137763 -10.423442 -4.349981 -0.225 -0.098 -0.075
H 1.215865 -7.632438 -3.248319 -0.013 -0.128 -0.046
H -0.519598 -7.284570 -3.180427 0.033 0.092 0.012
H 0.403652 -7.512955 -1.673748 -0.101 -0.027 0.013
H -0.060632 -11.491837 -0.897450 -0.040 0.061 -0.015
H 0.859866 -11.831613 -2.388107 0.021 0.061 0.025
H -0.366186 -12.975095 -1.821068 -0.085 0.022 -0.033
H -3.089991 -11.509609 -4.307321 0.113 0.020 0.060
H -2.390684 -10.047953 -5.047389 0.014 -0.021 -0.012
H -4.124162 -10.125323 -4.696125 0.008 0.106 0.098


(3)
54
Properties=species:S:1:pos:R:3:forces:R:3 method="wB97M-V/def2-TZVPD" homo_lumo_gap_ev=4.69 total_charge=-2
Pd 0.592306 -0.154817 -1.079922 1.677 0.473 -0.259
C 2.718094 -3.784658 -0.243142 0.012 0.059 -0.091
C 3.248504 -3.604346 1.020677 0.058 -0.032 0.031
C 3.263617 -2.335083 1.556752 0.029 -0.151 0.086
C 2.650849 -1.284341 0.879781 -0.008 0.478 0.088
N 2.036288 -1.484802 -0.305770 -0.116 0.127 0.086
C 2.158212 -2.695772 -0.884507 -0.039 -0.014 0.063
N 2.759346 -0.054064 1.539819 -0.009 -0.506 -0.024
C 2.237482 1.038898 1.138982 -0.192 0.438 -0.048
N 1.489452 1.316925 0.029894 -0.409 0.051 -0.131
C 0.937085 2.552636 0.140113 0.141 -0.061 0.107
N 0.043413 3.151094 -0.571387 -0.283 -0.157 -0.174
C -0.620609 2.605696 -1.670708 0.265 0.230 0.363
C -1.496128 3.495581 -2.307093 -0.103 0.037 -0.090
C -2.195371 3.102478 -3.425634 0.039 0.008 0.033
C -1.949710 1.842363 -3.954335 0.047 -0.015 0.009
C -1.071552 1.012789 -3.288912 -0.124 -0.036 -0.099
N -0.481717 1.349585 -2.127281 0.282 -0.312 0.126
C 1.505404 3.213260 1.354025 -0.159 0.026 -0.215
C 1.298056 4.462693 1.900748 0.029 0.057 0.048
C 1.959946 4.761099 3.089196 -0.006 -0.019 -0.044
C 2.779656 3.818029 3.708570 0.009 -0.032 -0.030
C 2.956950 2.551278 3.157743 0.037 0.053 0.034
C 2.314761 2.279854 1.967443 0.069 -0.252 -0.030
H 2.672876 -4.740022 -0.742682 0.005 -0.030 -0.068
H 3.660646 -4.439651 1.574576 0.034 0.007 -0.022
H 3.716018 -2.109476 2.511795 -0.016 -0.004 -0.006
H 1.791073 -2.797235 -1.892658 -0.256 -0.090 0.042
H -1.592612 4.481725 -1.876831 -0.034 -0.010 0.013
H -2.910590 3.772091 -3.888550 0.039 0.020 -0.033
H -2.431498 1.478624 -4.850494 0.016 0.025 -0.013
H -0.834747 0.033080 -3.677423 -0.144 -0.102 0.135
H 0.634312 5.169543 1.419759 0.019 0.003 -0.010
H 1.831256 5.735468 3.545167 -0.003 -0.004 0.012
H 3.278257 4.074241 4.635772 -0.017 0.001 0.010
H 3.563521 1.794934 3.638740 0.013 0.010 -0.006
N -4.558792 -2.696713 0.948595 0.072 0.024 0.043
C -3.412812 -1.916153 1.030545 -0.172 -0.012 0.143
C -3.436984 -0.541205 0.792706 0.075 0.022 -0.099
C -2.254978 0.171943 0.875633 -0.119 -0.178 -0.005
N -1.081913 -0.372702 1.189130 0.104 0.211 0.398
C -1.079731 -1.681429 1.445821 -0.062 -0.007 0.002
C -2.198053 -2.484253 1.401150 0.090 -0.014 -0.004
H -5.261095 -2.295771 0.345804 0.020 -0.036 -0.091
H -4.342488 -3.639338 0.643339 0.005 0.004 -0.157
H -4.350810 -0.053109 0.473887 -0.001 0.009 0.026
H -2.245212 1.234222 0.645215 -0.001 0.012 0.023
H -0.110572 -2.126994 1.646440 0.009 0.008 0.068
H -2.111835 -3.552857 1.548977 -0.010 0.001 -0.012
Se -1.565412 -3.391906 -5.429323 0.040 -0.031 0.141
Sb -1.191510 -4.065780 -3.104052 0.319 -0.333 -0.339
Se 0.753572 -5.531503 -2.735540 -0.136 0.100 -0.097
Se -3.215252 -4.808963 -1.921638 0.119 0.143 0.030
Se -0.848971 -1.857186 -1.818912 -1.254 -0.200 0.037


(4)
11
Properties=species:S:1:pos:R:3:forces:R:3 method="wB97M-V/def2-TZVPD" homo_lumo_gap_ev=11.83 total_charge=0 smiles=N#CC[C@H]1CO1
N 2.878696 0.599377 0.258424 -0.863 -0.640 -0.243
C 1.948083 -0.048389 0.032384 0.797 0.541 0.179
C 0.725505 -0.823101 -0.205886 -0.043 -0.030 -0.022
C -0.454363 -0.119444 0.438986 0.177 0.056 0.158
C -1.245690 0.900459 -0.246825 0.053 0.275 -0.062
O -1.731026 -0.428898 -0.074789 -0.138 -0.158 -0.008
H 0.845835 -1.819748 0.235373 -0.001 0.155 -0.089
H 0.565123 -0.955130 -1.281392 0.004 0.111 0.166
H -0.389431 -0.066909 1.526761 -0.077 -0.017 -0.135
H -1.749463 1.659862 0.352009 0.074 -0.160 -0.137
H -1.014327 1.189729 -1.272962 0.018 -0.134 0.193


(5)
99
Properties=species:S:1:pos:R:3:forces:R:3 method="wB97M-V/def2-TZVPD" spin_multiplicity=2 homo_lumo_gap_ev="3.96 / 6.03" total_charge=-2
Hg 0.484459 -0.084023 -1.076374 0.098 0.429 -0.303
N -2.543475 2.467053 -1.150621 0.390 0.330 -0.015
C -1.385052 3.176805 -1.282161 -0.513 -0.080 0.021
N -1.531456 4.472085 -1.625163 0.227 0.052 0.016
C -0.364075 5.126505 -1.675998 -0.162 0.016 -0.018
N -0.453975 6.479220 -1.981614 0.026 -0.032 0.038
N 0.839872 4.646187 -1.459880 0.010 -0.033 0.023
C 0.873642 3.316124 -1.145781 -0.079 0.108 0.003
N -0.244740 2.554406 -1.040033 0.177 0.101 0.006
C 2.135820 2.707740 -0.934842 -0.085 0.059 0.136
C 3.338098 3.468454 -0.921992 0.010 0.022 -0.005
C 4.537618 2.873116 -0.679970 -0.002 -0.063 -0.004
C 4.583131 1.466660 -0.463110 -0.063 0.109 0.001
C 3.391803 0.787235 -0.510689 0.115 0.084 -0.179
N 2.196196 1.353656 -0.714671 0.434 -0.366 0.234
H -3.351566 2.886620 -1.574477 -0.051 -0.093 0.007
H -2.477621 1.462129 -1.193718 -0.192 0.284 0.093
H -1.292780 6.716699 -2.485050 0.009 -0.004 -0.004
H 0.401793 6.855697 -2.355022 -0.015 0.002 -0.014
H 3.253942 4.530384 -1.099744 0.001 0.011 0.008
H 5.445491 3.465377 -0.664877 0.004 -0.010 0.016
H 5.504651 0.931520 -0.283535 0.018 0.009 -0.014
H 3.399057 -0.297811 -0.425054 -0.030 0.051 -0.020
Cl -4.024616 4.364379 4.557698 0.006 -0.022 0.002
C -2.728645 3.444471 3.860552 0.024 0.050 0.035
C -2.989781 2.415208 2.954305 0.016 -0.035 -0.037
Cl -4.632643 2.035461 2.540126 -0.021 0.020 -0.011
C -1.957826 1.697216 2.390777 0.010 -0.047 -0.090
Cl -2.251799 0.380295 1.304823 0.122 0.290 0.275
C -0.570125 1.965535 2.657096 -0.324 -0.129 -0.080
O 0.337552 1.314335 2.106078 0.237 -0.014 0.134
C -0.355509 3.012273 3.616239 -0.006 -0.043 -0.063
Cl 1.290601 3.336107 4.032718 0.005 0.004 -0.004
C -1.396995 3.718406 4.185811 -0.067 0.008 0.017
Cl -1.056963 4.967275 5.344345 0.005 -0.002 -0.020
S 1.770099 -1.448271 -2.812930 -0.026 -0.149 0.036
C 0.422604 -1.819614 -3.878311 0.072 -0.103 0.052
C 0.690340 -2.701175 -4.939426 0.021 -0.005 -0.021
C -0.265531 -3.081016 -5.861371 0.009 -0.002 0.013
C -1.559875 -2.589331 -5.742315 -0.013 -0.008 -0.020
C -1.852546 -1.726210 -4.703392 -0.027 0.030 0.018
C -0.891924 -1.317171 -3.769587 -0.171 -0.150 0.012
S -1.466508 -0.161840 -2.560331 0.504 0.004 -0.635
H 1.700236 -3.084802 -5.023490 -0.006 -0.009 0.010
H -0.002875 -3.762578 -6.662986 0.003 0.006 -0.003
H -2.332288 -2.873238 -6.447879 -0.002 -0.002 0.006
H -2.857687 -1.332883 -4.599711 0.004 -0.002 0.002
Te 1.955859 -0.959340 1.834240 -0.029 0.105 0.245
C 3.701726 -2.166272 1.648418 -0.043 -0.107 -0.199
C 4.827288 -1.849337 2.403062 0.015 -0.053 -0.001
C 5.981989 -2.615640 2.301811 0.012 0.021 0.008
C 6.023492 -3.701976 1.439419 0.005 -0.004 -0.011
C 4.909095 -4.016647 0.673735 -0.006 0.003 -0.005
C 3.755998 -3.249255 0.773965 0.005 -0.011 -0.018
C 1.100549 -2.419259 3.119891 0.014 0.057 0.105
C 0.679252 -3.656526 2.644450 0.006 0.000 -0.006
C 0.213680 -4.624433 3.524382 -0.003 -0.001 0.000
C 0.157665 -4.361810 4.886682 0.013 -0.003 0.002
C 0.562618 -3.123945 5.366234 -0.043 0.008 -0.007
C 1.030836 -2.156466 4.485563 -0.028 -0.004 -0.003
H 4.798148 -0.998116 3.072591 -0.004 0.005 -0.002
H 6.852075 -2.358946 2.895030 0.001 0.000 -0.003
H 6.926649 -4.294739 1.353722 -0.002 -0.003 0.010
H 4.938968 -4.852916 -0.014343 0.001 0.002 -0.003
H 2.896933 -3.484315 0.155925 0.016 0.024 -0.022
H 0.702255 -3.862175 1.583335 -0.002 0.000 -0.004
H -0.113639 -5.583363 3.139479 0.001 0.005 -0.001
H -0.208248 -5.118084 5.571551 -0.001 0.004 0.001
H 0.511808 -2.906973 6.426688 0.003 0.001 0.003
H 1.349301 -1.190994 4.859665 0.001 0.004 -0.001
C -3.617639 -1.309731 4.152270 -0.011 0.000 0.016
C -2.691239 -2.386828 3.602940 0.014 -0.046 -0.010
C -3.320472 -3.223109 2.493866 -0.039 0.068 0.023
N -3.722849 -2.429188 1.344087 0.056 -0.168 0.046
C -3.001029 -2.323032 0.215309 -0.309 0.170 -0.219
S -1.563176 -3.100488 -0.067116 0.081 -0.231 -0.087
N -3.484383 -1.459119 -0.758899 -0.520 -0.427 0.763
C -4.641723 -0.695959 -0.775640 -0.080 -0.252 0.087
O -4.648411 0.430306 -1.218118 -0.060 -0.011 -0.139
C -5.932959 -1.340150 -0.342787 0.093 0.056 -0.004
C -6.955181 -0.509201 0.100176 0.002 -0.035 0.063
C -8.176296 -1.051146 0.472268 0.020 0.014 -0.010
C -8.380458 -2.421390 0.384133 -0.034 -0.022 0.010
C -7.366865 -3.250660 -0.078614 0.022 0.020 -0.011
C -6.140863 -2.712438 -0.438562 -0.054 0.007 -0.048
H -3.134941 -0.750738 4.955138 0.009 -0.013 0.016
H -4.540077 -1.744880 4.551848 0.004 0.006 -0.007
H -3.884658 -0.577490 3.388821 -0.013 -0.033 0.010
H -2.399735 -3.072485 4.403771 0.030 0.019 -0.013
H -1.771347 -1.936911 3.222194 -0.019 0.012 -0.008
H -4.210565 -3.743144 2.867691 -0.011 0.033 0.010
H -2.612395 -3.966924 2.134232 -0.008 -0.004 0.006
H -4.438194 -1.740085 1.510354 -0.006 0.012 -0.016
H -2.748226 -1.116560 -1.398935 0.189 0.092 -0.253
H -6.769758 0.555878 0.148517 0.009 0.007 0.001
H -8.968158 -0.404057 0.827391 -0.002 -0.003 0.013
H -9.333995 -2.845562 0.674669 -0.003 0.000 -0.003
H -7.529447 -4.318014 -0.157927 -0.010 -0.003 -0.002
H -5.347590 -3.350258 -0.806737 0.020 0.004 0.022


(6)
19
Properties=species:S:1:pos:R:3:forces:R:3 method="wB97M-V/def2-TZVPD" homo_lumo_gap_ev=10.89 total_charge=+1
C -3.029674 0.891202 0.268502 -1.147 -0.415 -0.191
C -2.322242 -0.438116 0.582705 1.191 1.976 0.860
C -0.873881 -0.186942 0.169649 -1.117 -2.728 0.175
C 0.292790 0.046548 0.823859 0.131 1.641 -0.489
N 1.313221 -0.220852 -0.055701 -0.334 -0.947 -0.945
C 0.796518 -0.775476 -1.180817 0.899 1.600 0.942
N -0.535453 -0.718196 -1.062369 0.030 -0.330 -0.433
H -2.985662 1.114164 -0.804337 0.881 0.352 0.182
H -4.104062 0.752787 0.300264 -0.368 0.133 0.890
H -2.696346 1.719847 0.931175 -0.272 -0.557 -0.720
H -2.739849 -1.299715 0.076006 0.027 -0.026 -0.302
H -2.322088 -0.681172 1.661598 -0.176 0.259 -0.506
H 0.475040 0.704821 1.663049 -0.075 -0.653 0.300
H 2.324652 0.063984 0.119052 -0.734 -0.273 -0.336
H 1.439217 -0.981040 -2.027321 -0.531 -0.324 -0.040
H -1.275246 -1.035774 -1.717123 1.197 0.170 0.491
H 4.059214 0.878578 1.213143 0.231 0.321 -0.105
H 3.821873 1.656624 -0.151391 0.240 0.139 0.289
O 3.690594 0.831558 0.325574 -0.073 -0.339 -0.064


| no. | E (a.u.) | largest force on an atom (hartree/bohr) |
| --- | --- | --- |
| 1 | -325.8433 | 0.0220 |
| 2 | -2903.5144 | 0.1062 |
| 3 | -11244.6132 | 0.0343 |
| 4 | -285.3570 | 0.0214 |
| 5 | -6165.8843 | 0.0198 |
| 6 | -381.6413 | 0.0574 |